No. 1
A structure of composition C31H49BrN2OP2Sn in a non-equilibrium geometry. Source: the OMol25 dataset; level of theory: ωB97M-V/def2-TZVPD.

Geometry as ORCA input:
```
! RIJCOSX wB97M-V def2-TZVPD def2/J DEFGRID3
* xyz 4 1
C -0.21248 5.84568 -4.04942
C -0.36362 4.49207 -4.45507
C -0.69362 4.28933 -5.81255
C -0.87230 5.39360 -6.64783
N -0.75262 6.66434 -6.26264
C -0.41546 6.86150 -4.98534
C -0.27880 3.38904 -3.57030
C -0.42582 2.53816 -2.64555
C -1.34048 2.49295 -1.43363
C -0.69093 2.29804 -0.16606
C -1.43500 1.78418 0.91431
C -2.80644 1.53601 0.75190
C -3.47058 1.97897 -0.40479
C -2.73422 2.35788 -1.51972
Sn -0.03687 0.48618 -1.69014
P 2.16155 -1.60642 0.06183
H -0.83549 3.28285 -6.19260
H 0.03473 6.09978 -3.02049
H -1.13323 5.23787 -7.69269
H -0.30612 7.90011 -4.68907
H -3.19631 2.56345 -2.49334
H 0.32184 2.66442 -0.02042
H -4.54992 2.02515 -0.45574
H -0.90681 1.63393 1.85484
C 2.38189 -3.08345 1.12335
C 3.52472 -4.06065 0.82932
H 1.42468 -3.63906 1.08219
H 2.47920 -2.69603 2.15492
H 3.66430 -4.72915 1.69867
H 3.31340 -4.67601 -0.05882
H 4.47819 -3.53943 0.65681
C 3.16954 -1.88946 -1.46510
C 3.57879 -0.60348 -2.19042
H 2.54437 -2.51814 -2.13069
H 4.04570 -2.47710 -1.14605
H 3.53584 -0.78706 -3.27527
H 2.91327 0.24947 -1.95672
H 4.61024 -0.31842 -1.92229
C 3.17615 -0.37495 0.96887
C 4.62705 -0.72912 1.16413
H 2.65991 -0.24427 1.92817
H 3.06219 0.58459 0.45497
H 5.14441 0.14027 1.58145
H 4.75809 -1.57015 1.84647
H 5.11652 -0.98120 0.22228
Br -3.67663 0.42132 1.96031
P -1.37307 -1.84676 -1.27533
C -0.19371 -3.23074 -1.80652
C -0.69415 -4.62911 -2.17044
H 0.55540 -3.37155 -0.99153
H 0.36915 -2.79869 -2.64069
H 0.19928 -5.19348 -2.47372
H -1.15217 -5.14448 -1.31620
H -1.38990 -4.64298 -3.01242
C -2.30460 -2.75516 0.03282
C -3.66572 -3.41001 -0.23229
H -2.39370 -2.14945 0.96391
H -1.58088 -3.55479 0.22666
H -4.16383 -3.44743 0.74889
H -4.33535 -2.86317 -0.90854
H -3.56818 -4.44804 -0.59969
C -2.59896 -1.28124 -2.53792
C -2.71632 -2.12563 -3.79445
H -2.44417 -0.20883 -2.83870
H -3.55282 -1.34227 -1.97892
H -3.06341 -1.43028 -4.55865
H -1.78084 -2.57268 -4.13179
H -3.48894 -2.89091 -3.67627
O 0.66598 -0.16321 2.59272
C 0.43168 0.11476 3.78259
C 1.44700 0.83474 4.68144
C 1.02649 2.25224 5.06139
C 0.09179 2.29661 6.27389
C -1.22429 1.51717 6.18930
C -1.18348 0.04572 5.73128
N -0.80170 -0.12147 4.32548
H 1.65860 0.23146 5.58640
H 2.38329 0.86727 4.09925
H 1.94573 2.81302 5.30792
H 0.58511 2.74284 4.18116
H 0.65222 1.98463 7.17169
H -0.19687 3.34939 6.38826
H -1.67520 1.51529 7.19159
H -1.93507 2.04235 5.52951
H -0.54153 -0.55180 6.40977
H -2.20582 -0.36263 5.82209
H -1.37988 -0.75827 3.74402
*
```

## Properties
Gap between HOMO and LUMO (spin up / spin down) (eV): 4.14 / 3.05
E_tot (eV): -132374.945
Largest force on an atom (eV/A): 5.5

No. 2
A cluster of 6 separate species, C31H49F13O12PS6 in total in a non-equilibrium geometry. Source: the OMol25 dataset; level of theory: ωB97M-V/def2-TZVPD.

Geometry as ORCA input:
```
! RIJCOSX wB97M-V def2-TZVPD def2/J DEFGRID3
* xyz -1 1
C 4.84811 -3.53238 2.01277
C 4.09636 -3.99552 0.86130
C 3.13916 -3.08609 -0.04513
C 1.61211 -3.61950 0.12050
C 1.07586 -3.61103 1.63136
C -0.08575 -2.52363 1.91929
F 0.20730 -2.01138 3.23361
F 0.09792 -1.46564 1.00994
C -1.54532 -3.15846 1.94359
F -1.85086 -3.90062 0.76223
F -1.45831 -4.19202 2.94146
C -2.73492 -2.23362 2.45241
F -2.57579 -2.18678 3.87720
F -3.94027 -2.99269 2.30058
C -2.82740 -0.73555 1.99763
F -3.98821 -0.20646 2.66205
F -1.76370 -0.00663 2.60397
C -2.92076 -0.29767 0.49310
F -4.05040 0.57196 0.34578
F -1.81276 0.54280 0.19225
C -3.02426 -1.35136 -0.68066
F -3.93808 -2.39369 -0.49780
F -3.55193 -0.62302 -1.79548
F -1.77163 -1.79112 -1.16303
P 3.27250 -1.27161 0.49675
O 2.78038 -1.00077 2.10473
O 2.30521 -0.37431 -0.62383
S 5.11174 -0.61933 0.18530
H 5.80308 -2.90953 1.88955
H 4.50244 -3.70369 3.08178
H 4.22044 -5.10664 0.57866
H 0.92570 -3.13362 -0.64493
H 1.67627 -4.72994 -0.19043
H 1.92410 -3.40332 2.38089
H 0.73045 -4.68137 1.88360
H 3.33547 -0.33323 2.55588
H 2.83701 0.38114 -0.95352
C 7.36601 4.56383 -0.64632
C 6.80106 5.28673 0.57953
C 5.34153 4.85463 0.73514
S 5.22897 3.21299 0.02738
O 4.38195 3.27379 -1.14267
O 5.01498 2.25216 1.08438
C 6.92666 3.11234 -0.50760
H 8.45263 4.65008 -0.70287
H 6.94475 4.99745 -1.55708
H 7.36897 4.99377 1.46900
H 6.88237 6.37207 0.48196
H 5.04156 4.81769 1.78302
H 4.66864 5.50950 0.17888
H 6.98993 2.55512 -1.44020
H 7.49318 2.60239 0.27531
C 8.48554 1.43762 -6.16183
C 7.53235 2.56358 -6.56895
C 6.57536 2.80032 -5.39851
S 7.46457 2.32225 -3.92091
O 6.81387 1.17236 -3.34435
O 7.77171 3.50511 -3.14638
C 8.94738 1.77697 -4.75060
H 9.32897 1.35174 -6.84986
H 7.95038 0.48282 -6.16141
H 8.10745 3.47444 -6.76487
H 6.98497 2.31941 -7.48192
H 6.28435 3.84814 -5.32187
H 5.68649 2.17228 -5.47488
H 9.37716 0.92632 -4.22260
H 9.65224 2.61135 -4.75713
C 6.94451 2.80840 6.38844
C 5.86766 3.05261 5.32925
C 6.50226 2.79534 3.96054
S 7.81042 1.60387 4.23168
O 9.07857 2.24010 3.94987
O 7.43605 0.34138 3.64387
C 7.61349 1.49576 6.00286
H 6.52136 2.76263 7.39420
H 7.67619 3.62265 6.36559
H 5.03763 2.35662 5.48666
H 5.46229 4.06510 5.39152
H 5.78003 2.38629 3.25258
H 6.95114 3.70227 3.55116
H 8.58407 1.35281 6.47691
H 6.96241 0.64493 6.21417
C -6.81304 -1.01586 -1.65423
C -6.88692 0.03782 -0.54697
C -8.07585 0.94905 -0.85992
S -9.24040 -0.04678 -1.78428
O -9.34351 0.48764 -3.12259
O -10.40580 -0.30255 -0.96523
C -8.23796 -1.52185 -1.83909
H -6.13036 -1.82675 -1.39695
H -6.45625 -0.55409 -2.58025
H -7.04555 -0.45698 0.41683
H -5.96120 0.61057 -0.47202
H -8.55441 1.31329 0.04946
H -7.77994 1.79141 -1.48712
H -8.39090 -2.04013 -2.78529
H -8.53960 -2.16127 -1.00658
C -12.88447 -2.34306 -1.21266
C -14.23187 -1.94889 -1.82099
C -14.95132 -3.23961 -2.21938
S -14.34874 -4.51030 -1.11208
O -13.60826 -5.48092 -1.88489
O -15.40754 -4.89369 -0.20507
C -13.18644 -3.47532 -0.23928
H -12.40437 -1.50180 -0.71235
H -12.21234 -2.69586 -2.00124
H -14.82541 -1.41189 -1.07412
H -14.10858 -1.28559 -2.67965
H -16.03229 -3.14867 -2.11021
H -14.70453 -3.53658 -3.23990
H -12.30476 -4.05450 0.03315
H -13.68268 -3.10051 0.65844
*
```

## Properties
Gap between HOMO and LUMO (eV): 3.76
E_tot (eV): -167132.569
Largest force on an atom (eV/A): 4.1

No. 3
A cluster of 3 separate species, C31H49F16NO5P in total in a non-equilibrium geometry. Source: the OMol25 dataset; level of theory: ωB97M-V/def2-TZVPD.

Geometry as ORCA input:
```
! RIJCOSX wB97M-V def2-TZVPD def2/J DEFGRID3
* xyz 1 1
C 7.56646 2.09377 1.36375
C 7.80932 1.19993 0.33731
C 6.80822 0.22485 -0.15995
O 7.08283 -0.47055 -1.06227
O 5.56285 0.20740 0.42186
C 5.17062 -1.12450 0.80845
C 3.88414 -1.59453 0.10032
C 2.62454 -1.02042 0.78070
C 1.33671 -1.11058 -0.10586
C 0.18333 -1.59444 0.80012
C -1.19261 -1.71085 0.06541
P -2.50192 -0.95425 1.13036
C -2.44344 -1.91516 2.67945
C -3.16568 -1.38050 3.95923
C -3.69618 0.06565 3.96609
C -4.63441 0.20413 5.22102
C -1.93377 0.81148 1.28615
C -3.01791 1.86346 0.95288
C -3.20945 2.20525 -0.55901
C -2.14776 1.61476 -1.51386
C -3.31774 3.74538 -0.84878
N -3.95782 -1.05742 0.22979
C -5.13764 -1.49311 1.02613
C -3.87233 -1.91561 -0.95029
C -3.98160 -1.30730 -2.36715
O -3.77148 -3.07312 -0.88374
H 7.48025 1.74674 2.40015
H 7.41978 3.15599 1.12789
H 8.78259 1.18376 -0.16102
H 5.95497 -1.86643 0.60757
H 5.05412 -1.11695 1.90651
H 3.86126 -2.68515 0.26543
H 3.95727 -1.39290 -0.97536
H 2.77573 -0.01176 1.17754
H 2.42841 -1.66431 1.65898
H 1.10795 -0.07430 -0.40767
H 1.49238 -1.73085 -0.99694
H 0.16337 -0.96156 1.70153
H 0.46038 -2.60286 1.15043
H -1.38037 -2.78779 -0.05954
H -1.18978 -1.28581 -0.94646
H -2.83064 -2.92523 2.46037
H -1.37978 -2.07305 2.91901
H -4.01393 -2.05160 4.17383
H -2.49038 -1.50405 4.81815
H -2.88093 0.77770 4.15993
H -4.31382 0.34989 3.10386
H -4.09770 -0.27016 6.05432
H -4.76888 1.27118 5.43394
H -5.60889 -0.27015 5.05677
H -1.68072 0.93606 2.35231
H -0.98236 0.96519 0.75918
H -4.00460 1.61482 1.36481
H -2.71755 2.79924 1.45297
H -4.18435 1.78510 -0.85728
H -2.16730 0.51992 -1.42088
H -1.13284 1.99725 -1.34130
H -2.46095 1.83084 -2.54584
H -4.33787 3.98503 -1.16966
H -3.08496 4.35636 0.03471
H -2.59245 4.01540 -1.62773
H -6.00283 -0.90316 0.67813
H -5.06212 -1.31349 2.10295
H -5.41834 -2.54501 0.88186
H -4.28200 -2.11827 -3.04191
H -3.00334 -0.96763 -2.73718
H -4.74326 -0.51966 -2.42719
C -1.54766 -3.87725 -4.75931
C -0.63654 -2.64481 -4.62086
C -1.05617 -1.40958 -5.41654
F -1.05148 -1.64594 -6.73992
F -0.17984 -0.39930 -5.18637
F 0.63008 -2.99382 -4.91261
F -0.64115 -2.29272 -3.29315
O -1.12033 -4.87865 -5.66172
C -1.47048 -4.74892 -7.00004
C -0.24033 -4.62996 -7.89883
F 0.48317 -3.53625 -7.57606
F -0.62151 -4.50109 -9.18828
F -2.32872 -3.72340 -7.16787
F -2.14276 -5.87028 -7.32999
H -1.52997 -4.37100 -3.78689
H -2.59209 -3.60344 -4.91738
H -2.05334 -1.06845 -5.11843
H 0.39742 -5.51142 -7.80131
C 2.86911 3.79701 4.20782
C 4.00825 4.83015 4.24097
C 3.85523 6.02771 3.30427
F 3.82211 5.64570 2.00952
F 4.91494 6.85725 3.44834
F 5.18463 4.20074 4.02391
F 4.06195 5.31651 5.51201
O 3.09518 2.63011 3.42804
C 2.79494 2.67076 2.07774
C 4.04107 2.44063 1.21771
F 4.95845 3.40735 1.44501
F 3.72502 2.49397 -0.09728
F 2.15896 3.81761 1.76448
F 1.90184 1.66647 1.85229
H 2.77908 3.42132 5.22696
H 1.90345 4.25406 3.98925
H 2.94688 6.59298 3.53295
H 4.50774 1.47391 1.42632
*
```

## Properties
Gap between HOMO and LUMO (eV): 7.58
E_tot (eV): -97428.226
Largest force on an atom (eV/A): 3.6

The lowest largest force on an atom belongs to which entry? C31H49F16NO5P

Which value of E_tot does entry 3 give? -97428.226 eV

The highest E_tot belongs to which entry? C31H49F16NO5P